Record 1
Here is the molecule C2H7N5O at a distorted geometry from the Open Molecules 2025 dataset. Energies are from the ωB97M-V functional and the def2-TZVPD basis.

Calculated values
**M**: 117.1 Da
**HOMO level**: -9.20 eV
**Energy relative to the best compared isomer or geometry (same formula, charge and spin)**: 44.7 kcal per mole
**F_max**: 4.006 eV/Å
**Calculated total energy**: -429.35217 Eh
**SMILES**: [H]/N=C(\NN)N(N)C=O
**LUMO energy**: 0.749 eV
**Frontier orbital gap**: 0.36576 Eh

Geometry as XYZ:
```
15
Properties=species:S:1:pos:R:3:forces:R:3
H -2.200519 -0.147700 -0.698360 0.4 2.3 0.5
N -1.656877 0.726727 -0.325420 -1.5 -2.7 -0.9
C -0.559369 0.131433 -0.086845 -0.4 -1.3 -0.5
N -0.172441 -1.141600 -0.297553 2.7 -1.0 1.2
N -0.894113 -2.162459 -0.907143 -1.6 -0.5 2.9
N 0.485431 0.835225 0.489908 -0.1 1.1 0.5
N 0.124349 2.108071 0.879998 -1.7 2.8 -1.0
C 1.819389 0.622210 0.499909 0.3 -4.0 -0.6
O 2.340282 -0.521868 0.299886 -0.7 3.6 0.5
H 0.843441 -1.269715 0.033692 -1.7 -0.4 -0.9
H -0.938017 -3.036737 -0.294506 0.1 1.9 -0.9
H -0.430708 -2.409738 -1.711487 1.1 -0.7 -2.4
H -0.234604 2.611464 -0.000826 0.8 -0.8 1.5
H -0.778414 2.072175 1.408204 1.2 -0.4 -0.3
H 2.252169 1.582513 0.710544 1.2 0.2 0.3
```
Forces are in eV/Å.

These are the Löwdin partial charges, in e, on atoms 1 to 5:
1 H 0.09
2 N 0.11
3 C -0.51
4 N -0.05
5 N 0.04

Record 2
Here is a cluster of 3 separate species, C2H7N5O in total at a distorted geometry from the Open Molecules 2025 dataset. Energies are from the ωB97M-V functional and the def2-TZVPD basis.

Calculated values
**M**: 117.1 Da
**HOMO level**: -8.32 eV
**Energy relative to the best compared isomer or geometry (same formula, charge and spin)**: 206.5 kcal per mole
**F_max**: 6.576 eV/Å
**Calculated total energy**: -429.09435 Eh
**LUMO energy**: -0.592 eV
**Frontier orbital gap**: 0.28395 Eh

Geometry as XYZ:
```
15
Properties=species:S:1:pos:R:3:forces:R:3
C 0.336681 0.732825 -0.059510 3.1 3.7 -0.5
C -0.380036 -1.637509 -0.871134 2.0 1.6 -2.4
H 0.770818 3.472160 2.416101 -0.6 -0.5 -3.5
H 1.245031 2.952879 -0.432184 -2.7 -0.7 3.8
H -0.913092 1.236001 1.490697 1.6 2.3 -0.8
H -0.947258 -0.732795 0.872307 1.6 1.5 -2.4
H 0.215092 -2.856447 0.846320 -3.9 -0.1 -3.4
H -0.950027 -3.416219 -0.534396 -0.1 -3.6 -1.3
H 0.414340 -0.744483 -2.498694 -1.3 -1.2 0.8
N 0.164210 3.054718 0.743226 2.4 -1.0 1.5
N -0.029216 1.664298 1.027006 -0.6 -2.7 -2.7
N -0.392146 -0.424024 -0.038375 -0.9 -2.3 1.6
N -0.784198 -2.741326 0.118300 4.4 4.8 1.2
N -0.051470 -1.664858 -2.211321 -0.6 0.2 5.9
O 1.301271 1.104779 -0.868343 -4.2 -1.9 2.5
```
Forces are in eV/Å.

These are the Löwdin partial charges, in e, on atoms 1 to 5:
1 C -0.45
2 C -0.37
3 H 0.13
4 H 0.28
5 H 0.15